Record 1
Formula: C4H7IO4
Source: the Open Molecules 2025 dataset
Level of theory: ωB97M-V/def2-TZVPD

```
! wB97M-V def2-TZVPD RIJCOSX def2/J DEFGRID3
* xyz 0 1
C -1.81 -0.08 0.32
C -0.86 0.33 -0.50
C 0.52 0.89 -0.15
C 1.66 -0.80 -0.02
O 0.72 1.37 1.13
O 1.12 1.52 -1.18
O 1.62 -1.45 -1.15
O 1.32 -1.35 1.20
I 3.67 -0.03 0.41
H -2.72 -0.47 -0.02
H -1.79 0.02 1.52
H -1.04 0.04 -1.52
H 1.49 1.94 1.22
H 1.52 2.25 -0.74
H 1.42 -2.38 -1.21
H 0.34 -1.26 1.24
*
```

HOMO = -8.01 eV
Energy above the lowest of the compared OMol25 structures with the same formula, charge and spin = 42.6 kcal/mol
E = -20548.928 eV
HOMO-LUMO gap = 8.38 eV
LUMO level = 0.37 eV

---

Record 2
Formula: C4H7IS
Source: the Open Molecules 2025 dataset
Level of theory: ωB97M-V/def2-TZVPD

```
! wB97M-V def2-TZVPD RIJCOSX def2/J DEFGRID3
* xyz 0 1
C 0.25 1.58 0.17
C 0.35 0.23 0.81
C -0.80 -0.64 0.36
C 0.32 -1.57 -0.79
I -0.15 -1.17 -2.85
S 1.77 -0.81 -0.05
H -0.17 2.19 1.00
H -0.55 1.69 -0.57
H 1.16 2.19 -0.21
H 0.37 0.38 1.93
H -1.11 -1.36 1.07
H -1.63 -0.05 -0.13
H 0.19 -2.65 -0.76
*
```

HOMO = -8.90 eV
Energy above the lowest of the compared OMol25 structures with the same formula, charge and spin = 25.0 kcal/mol
Structure (SMILES) = C[C@H]1C[C@@H](I)S1
E = -23195.351 eV
HOMO-LUMO gap = 9.28 eV
LUMO level = 0.38 eV

---

Record 3
Formula: C4H7IS
Source: the Open Molecules 2025 dataset
Level of theory: ωB97M-V/def2-TZVPD

```
! wB97M-V def2-TZVPD RIJCOSX def2/J DEFGRID3
* xyz 0 1
C -0.57 0.31 -0.85
C -0.49 0.23 0.72
C -0.39 -1.21 -1.10
C 0.87 0.75 1.21
S -0.71 -1.58 0.65
I 1.58 -1.83 -1.59
H -1.56 0.68 -1.03
H 0.18 0.98 -1.27
H -1.32 0.68 1.33
H -1.17 -1.59 -1.78
H 1.10 0.24 2.12
H 0.92 1.81 1.25
H 1.55 0.52 0.34
*
```

HOMO = -8.58 eV
Energy above the lowest of the compared OMol25 structures with the same formula, charge and spin = 0.0 kcal/mol
E = -23196.437 eV
HOMO-LUMO gap = 9.07 eV
LUMO level = 0.49 eV

---

Record 4
Formula: C4H7InLiO2
Source: the Open Molecules 2025 dataset
Level of theory: ωB97M-V/def2-TZVPD

```
! wB97M-V def2-TZVPD RIJCOSX def2/J DEFGRID3
* xyz 3 1
O 0.82 1.34 0.27
C 0.26 1.86 -0.87
C -1.04 2.24 -0.79
Li 0.67 3.14 0.91
In 1.88 -0.08 0.45
H 0.74 1.66 -1.83
H -1.53 2.48 0.16
H -1.55 2.59 -1.69
C -0.11 -1.85 0.87
C 0.73 -1.89 -0.23
O -1.01 -2.82 0.78
H -0.34 -1.48 1.88
H 1.61 -2.55 -0.26
H 0.37 -1.74 -1.25
H -1.51 -2.91 1.61
*
```

HOMO = -21.67 eV
E = -13697.914 eV
HOMO-LUMO gap = 5.75 eV
LUMO level = -15.92 eV

---

Record 5
Formula: C4H7LaO4
Source: the Open Molecules 2025 dataset
Level of theory: ωB97M-V/def2-TZVPD

```
! wB97M-V def2-TZVPD RIJCOSX def2/J DEFGRID3
* xyz 0 1
C -1.92 0.58 0.68
O -3.03 0.86 0.24
O -1.29 1.13 1.63
La 1.02 0.75 2.55
O 1.81 1.77 -0.02
C 1.12 2.07 -0.99
C -1.05 -0.55 -0.11
O 0.05 -0.99 0.65
C 0.88 -1.94 0.01
H 1.54 2.01 -2.02
H 0.16 2.58 -0.85
H -0.83 -0.33 -1.17
H -1.75 -1.39 -0.17
H 1.74 -2.10 0.66
H 0.33 -2.89 -0.13
H 1.22 -1.57 -0.97
*
```

HOMO (spin up / spin down) = -5.19 / -5.37 eV
Energy above the lowest of the compared OMol25 structures with the same formula, charge and spin = 0.0 kcal/mol
E = -13307.162 eV
HOMO-LUMO gap (spin up / spin down) = 4.51 / 4.67 eV
LUMO level (spin up / spin down) = -0.68 / -0.70 eV

---

Record 6
Formula: C4H7LiNdO2
Source: the Open Molecules 2025 dataset
Level of theory: ωB97M-V/def2-TZVPD

```
! wB97M-V def2-TZVPD RIJCOSX def2/J DEFGRID3
* xyz 2 5
H -0.81 -1.24 -4.10
C -0.35 0.86 -0.10
C -0.95 0.08 1.05
C 0.34 -0.06 1.77
C 1.54 -0.39 0.95
O 1.08 -0.30 -0.37
O -0.82 0.69 -1.33
Li -2.03 0.28 -2.65
Nd 0.52 -0.85 -2.56
H -0.14 1.92 0.13
H -1.70 0.66 1.61
H -1.37 -0.86 0.67
H 0.47 0.28 2.79
H 1.87 -1.43 1.13
H 2.34 0.36 1.02
*
```

HOMO (spin up / spin down) = -15.15 / -18.38 eV
Energy above the lowest of the compared OMol25 structures with the same formula, charge and spin = 30.0 kcal/mol
E = -23817.992 eV
HOMO-LUMO gap (spin up / spin down) = 4.94 / 9.19 eV
⟨S²⟩ = 6.021
LUMO level (spin up / spin down) = -10.20 / -9.19 eV

---

Record 7
Formula: C4H7LiO
Source: the Open Molecules 2025 dataset
Level of theory: ωB97M-V/def2-TZVPD

```
! wB97M-V def2-TZVPD RIJCOSX def2/J DEFGRID3
* xyz 1 2
C 0.34 -1.57 0.94
C -0.66 0.30 -0.28
C 0.50 0.43 -1.20
O 0.85 1.47 -1.73
Li 0.69 3.31 -1.61
H -0.14 -2.41 0.44
H -1.08 1.32 -0.16
H 1.27 -1.74 1.48
H -1.33 -0.36 -0.91
C -0.38 -0.28 1.11
H -1.35 -0.42 1.63
H 0.21 0.43 1.71
H 1.09 -0.48 -1.42
*
```

HOMO (spin up / spin down) = -11.74 / -15.17 eV
Energy above the lowest of the compared OMol25 structures with the same formula, charge and spin = 4.0 kcal/mol
E = -6506.337 eV
HOMO-LUMO gap (spin up / spin down) = 7.22 / 10.65 eV
⟨S²⟩ = 0.754
LUMO level (spin up / spin down) = -4.52 / -4.52 eV

---

Record 8
Formula: C4H7LiO3
Source: the Open Molecules 2025 dataset
Level of theory: ωB97M-V/def2-TZVPD

```
! wB97M-V def2-TZVPD RIJCOSX def2/J DEFGRID3
* xyz 1 2
O 1.40 2.56 -0.38
C 1.34 3.81 -0.49
H 2.16 4.34 -1.00
H 0.52 4.35 -0.01
O 0.53 0.74 1.32
O -0.89 2.37 1.04
C -0.04 1.65 0.57
C 1.46 -0.24 0.77
H 1.41 -0.31 -0.32
H 2.45 0.15 1.00
Li -0.85 1.64 2.98
C 1.17 -1.57 1.41
H 0.14 -1.89 1.22
H 1.86 -2.32 0.99
H 1.34 -1.53 2.50
*
```

HOMO (spin up / spin down) = -12.04 / -15.01 eV
Energy above the lowest of the compared OMol25 structures with the same formula, charge and spin = 36.2 kcal/mol
E = -10600.577 eV
HOMO-LUMO gap (spin up / spin down) = 7.94 / 10.54 eV
⟨S²⟩ = 0.753
LUMO level (spin up / spin down) = -4.10 / -4.47 eV

---

Which of these has the highest E?
C4H7LiO

---

Among the records above, which one has the lowest E?
C4H7LiNdO2

---

What did the sixth record say?
Formula: C4H7LiNdO2
Source: the Open Molecules 2025 dataset
Level of theory: ωB97M-V/def2-TZVPD

```
! wB97M-V def2-TZVPD RIJCOSX def2/J DEFGRID3
* xyz 2 5
H -0.81 -1.24 -4.10
C -0.35 0.86 -0.10
C -0.95 0.08 1.05
C 0.34 -0.06 1.77
C 1.54 -0.39 0.95
O 1.08 -0.30 -0.37
O -0.82 0.69 -1.33
Li -2.03 0.28 -2.65
Nd 0.52 -0.85 -2.56
H -0.14 1.92 0.13
H -1.70 0.66 1.61
H -1.37 -0.86 0.67
H 0.47 0.28 2.79
H 1.87 -1.43 1.13
H 2.34 0.36 1.02
*
```

HOMO (spin up / spin down) = -15.15 / -18.38 eV
Energy above the lowest of the compared OMol25 structures with the same formula, charge and spin = 30.0 kcal/mol
E = -23817.992 eV
HOMO-LUMO gap (spin up / spin down) = 4.94 / 9.19 eV
⟨S²⟩ = 6.021
LUMO level (spin up / spin down) = -10.20 / -9.19 eV